No. 1
C6H7O6Tl | ωB97M-V/def2-TZVPD

Output
Energy relative to the best compared isomer or geometry (same formula, charge and spin) ... 0.0 kcal/mol

Cartesian coordinates (Å):
O1 2.301 0.521 1.563
O2 3.940 -0.718 1.092
O3 -1.354 1.404 1.680
C1 2.678 -0.082 2.750
C2 3.738 -0.830 2.454
C3 3.030 0.054 0.538
H1 2.024 0.020 3.607
H2 4.414 -1.452 3.029
O4 -1.986 -1.071 -3.428
C4 -1.270 -0.572 -2.319
C5 -2.205 0.348 -1.551
O5 -1.540 0.940 -0.450
C6 -2.196 1.052 0.787
O6 -3.365 0.707 0.880
H3 -1.647 -1.937 -3.668
H4 -0.381 -0.004 -2.641
H5 -0.937 -1.388 -1.657
H6 -3.083 -0.211 -1.203
H7 -2.541 1.173 -2.192
Tl1 0.380 2.049 0.730

***

No. 2
C24H32Cl2F12N2O7 | ωB97M-V/def2-TZVPD

Output
SMILES string ... CCOCCO[C@@](OCC(F)(F)C(F)(F)C(F)(F)F)([C@H](CC(=O)N(C)C)O[C@@H]([C@H](Cl)[C@H](C)Cl)N(C(C)=O)C(C)=O)C(F)(F)C(F)(F)F
Energy relative to the best compared isomer or geometry (same formula, charge and spin) ... 399.9 kcal/mol

Cartesian coordinates (Å):
C1 6.344 0.326 -0.068
C2 5.606 1.226 1.110
O1 4.892 2.314 0.403
C3 3.453 2.253 0.703
C4 2.703 0.903 0.055
O2 1.442 1.393 -0.504
C5 0.831 0.395 -1.448
O3 1.304 -0.915 -0.994
C6 1.057 -1.996 -1.948
C7 1.627 -3.425 -1.292
F1 1.647 -3.397 0.201
F2 3.079 -3.498 -1.704
C8 0.915 -4.760 -1.927
F3 1.549 -5.205 -3.221
F4 -0.533 -4.625 -2.208
C9 1.062 -6.072 -0.903
F5 2.430 -6.215 -0.349
F6 0.595 -7.298 -1.651
F7 0.010 -5.856 0.159
C10 -0.795 0.487 -1.071
C11 -1.526 1.839 -1.630
C12 -1.190 3.216 -0.812
O4 -1.404 4.381 -1.484
N1 -0.663 3.336 0.599
C13 -1.839 3.789 1.441
C14 0.346 4.501 0.530
O5 -0.866 0.284 0.384
C15 -2.232 0.055 0.866
C16 -2.824 -1.461 0.556
Cl1 -1.523 -2.735 0.217
C17 -3.841 -1.412 -0.771
C18 -5.310 -2.063 -0.307
Cl2 -3.218 -2.533 -2.132
N2 -2.180 0.297 2.390
C19 -1.525 -0.859 3.110
C20 0.139 -0.934 3.190
O6 -2.176 -1.875 3.702
C21 -3.540 0.651 2.941
C22 -3.542 1.560 4.345
O7 -4.727 0.355 2.409
C23 1.243 0.874 -2.924
F8 2.673 0.444 -3.157
F9 1.316 2.384 -2.912
C24 0.392 0.441 -4.209
F10 1.338 -0.224 -5.183
F11 -0.046 1.696 -4.930
F12 -0.739 -0.480 -4.051
H1 7.271 -0.206 0.410
H2 6.680 1.042 -0.950
H3 5.635 -0.507 -0.490
H4 4.908 0.527 1.738
H5 6.451 1.753 1.758
H6 3.350 2.201 1.892
H7 2.840 3.195 0.374
H8 3.478 0.491 -0.732
H9 2.573 0.179 0.997
H10 1.621 -1.893 -2.979
H11 -0.084 -2.104 -2.183
H12 -1.342 -0.432 -1.568
H13 -1.362 2.064 -2.770
H14 -2.700 1.658 -1.509
H15 -2.030 2.967 2.268
H16 -2.841 3.887 0.835
H17 -1.589 4.806 1.977
H18 -0.168 5.552 0.497
H19 0.997 4.326 -0.452
H20 0.981 4.458 1.515
H21 -3.039 0.806 0.467
H22 -3.504 -1.884 1.433
H23 -4.035 -0.311 -1.120
H24 -5.268 -3.254 -0.382
H25 -6.195 -1.690 -0.988
H26 -5.592 -1.783 0.807
H27 0.522 -1.434 4.181
H28 0.602 -1.521 2.262
H29 0.587 0.164 3.138
H30 -2.749 2.449 4.268
H31 -3.157 0.895 5.255
H32 -4.595 2.036 4.528

***

No. 3
C2Cl4NO2 | ωB97M-V/def2-TZVPD

Output
Energy relative to the best compared isomer or geometry (same formula, charge and spin) ... 6.2 kcal/mol
Total charge ... -1

Cartesian coordinates (Å):
C1 -1.935 -0.113 0.038
C2 1.006 -0.229 -0.038
N1 0.007 0.493 -0.352
O1 -2.013 -0.122 1.200
O2 -2.298 -0.356 -1.029
Cl1 1.771 -0.078 1.758
Cl2 0.697 -1.939 -0.301
Cl3 2.528 0.106 -1.111
Cl4 0.236 2.238 -0.166

***

No. 4
C4H19BaO7 | ωB97M-V/def2-TZVPD

Output
Total charge ... -1

Cartesian coordinates (Å):
Ba1 -1.493 -0.373 -0.554
O1 -1.703 -1.144 -3.062
H1 -1.062 -0.664 -3.597
O2 -2.962 1.840 -1.351
H2 -2.249 2.256 -0.856
O3 -2.084 -2.955 -0.208
H3 -2.539 -2.803 0.628
C1 -0.644 2.519 2.627
O4 -0.981 1.540 1.640
H4 0.414 2.745 2.512
H5 -1.229 3.429 2.492
H6 -0.784 2.143 3.647
H7 -1.809 1.126 1.905
C2 1.722 1.947 -0.424
O5 0.592 1.461 -1.110
H8 1.524 1.841 0.641
H9 2.619 1.383 -0.699
H10 1.900 3.009 -0.626
H11 0.484 1.902 -1.957
C3 0.467 -1.150 2.801
O6 0.434 -1.155 1.399
H12 0.712 -2.142 3.188
H13 1.178 -0.417 3.202
H14 -0.525 -0.867 3.154
H15 1.300 -0.961 1.030
C4 1.373 -2.679 -2.781
O7 0.845 -1.474 -2.239
H16 0.838 -3.552 -2.401
H17 1.328 -2.683 -3.877
H18 2.430 -2.744 -2.508
H19 -0.095 -1.377 -2.618

***

No. 5
C9H18N2 | ωB97M-V/def2-TZVPD

Output
SMILES string ... C=C=CCNCCCCNC
Energy relative to the best compared isomer or geometry (same formula, charge and spin) ... 55.0 kcal/mol

Cartesian coordinates (Å):
C1 2.306 1.064 1.501
C2 1.625 -0.017 1.804
C3 0.896 -1.062 2.077
C4 -0.539 -0.962 2.525
N1 -1.534 -1.631 1.688
C5 -1.496 -1.314 0.285
C6 -1.816 0.184 0.040
C7 -1.710 0.549 -1.463
C8 -0.360 1.091 -1.893
N2 0.719 0.113 -1.674
C9 1.992 0.587 -2.229
H1 2.892 1.551 2.295
H2 2.354 1.506 0.490
H3 1.329 -2.083 1.933
H4 -0.655 -1.420 3.519
H5 -0.750 0.114 2.660
H6 -1.507 -2.650 1.782
H7 -2.336 -1.882 -0.222
H8 -0.557 -1.572 -0.231
H9 -1.064 0.816 0.559
H10 -2.795 0.456 0.479
H11 -1.929 -0.325 -2.106
H12 -2.454 1.318 -1.705
H13 -0.116 2.053 -1.366
H14 -0.342 1.376 -2.968
H15 0.845 0.001 -0.660
H16 1.911 0.688 -3.327
H17 2.283 1.565 -1.797
H18 2.808 -0.113 -1.997

***

No. 6
C14H18ClNO2 | ωB97M-V/def2-TZVPD

Output
Energy relative to the best compared isomer or geometry (same formula, charge and spin) ... 283.9 kcal/mol

Cartesian coordinates (Å):
O1 0.050 -1.834 1.287
C1 -0.361 -0.881 0.670
N1 -1.694 -0.676 0.482
H1 -2.188 -0.029 -0.037
C2 -2.735 -2.028 0.641
H2 -3.483 -1.657 1.670
H3 -2.251 -2.838 1.267
C3 -3.611 -2.158 -0.574
O2 -4.394 -1.042 -0.978
H4 -4.964 -0.904 -0.222
H5 -2.987 -2.226 -1.267
H6 -4.343 -2.945 -0.353
C4 0.289 0.184 0.090
C5 1.762 0.106 0.189
C6 2.105 -1.137 -0.686
C7 3.369 -1.524 -0.554
C8 4.455 -0.870 -0.042
C9 4.040 0.385 0.680
C10 2.848 0.901 0.653
H7 2.482 1.745 1.374
H8 4.799 1.047 0.954
Cl1 5.966 -1.063 -0.085
H9 3.706 -2.269 -1.167
H10 1.294 -1.684 -0.847
C11 -0.097 1.710 0.900
C12 -0.066 2.788 0.226
C13 -0.812 2.037 -1.021
H11 -1.860 2.284 -0.882
H12 -0.759 2.829 -1.774
C14 -0.133 0.812 -1.141
H13 0.734 1.068 -1.883
H14 -0.859 0.117 -1.838
H15 0.890 3.146 0.017
H16 -0.720 3.464 0.665
H17 -1.116 1.302 1.578
H18 0.645 1.839 2.007

***

No. 7
C7H6NO2S | ωB97M-V/def2-TZVPD

Output
Energy relative to the best compared isomer or geometry (same formula, charge and spin) ... 175.3 kcal/mol
Total charge ... -1

Cartesian coordinates (Å):
C1 -0.345 1.328 -1.035
C2 0.866 1.625 -0.527
C3 -1.177 0.143 -0.885
C4 1.704 0.928 0.435
C5 -0.756 -1.043 -0.545
C6 1.499 -0.248 0.987
C7 -0.240 -2.679 0.990
N1 -0.473 -2.271 -0.314
O1 -0.239 -3.086 -1.294
O2 1.134 -1.579 3.134
S1 1.582 -1.699 1.715
H1 -0.800 2.078 -1.676
H2 1.276 2.588 -0.824
H3 -2.235 0.317 -1.117
H4 2.582 1.525 0.728
H5 -0.914 -2.251 1.725
H6 -0.112 -3.751 1.066

***

No. 8
C38H57N10O16 | ωB97M-V/def2-TZVPD

Output
Total charge ... -1

Cartesian coordinates (Å):
C1 0.869 -1.749 -0.677
C2 -0.393 -0.878 -0.596
C3 -0.324 0.034 0.641
O1 -0.624 -0.178 -1.773
H1 1.821 -1.263 -0.920
H2 0.690 -2.560 -1.375
H3 1.031 -2.162 0.329
H4 -1.200 -1.628 -0.448
H5 0.725 0.315 0.787
H6 -0.691 -0.467 1.544
H7 -0.948 0.925 0.555
C4 -4.370 3.755 -3.690
C5 -3.102 3.696 -3.123
C6 -2.449 2.471 -3.102
C7 -3.013 1.345 -3.695
C8 -4.261 1.440 -4.305
C9 -4.906 2.667 -4.354
O2 -6.156 2.783 -4.958
O3 -1.250 2.376 -2.470
H8 -4.950 4.670 -3.679
H9 -2.664 4.510 -2.562
H10 -2.496 0.395 -3.679
H11 -4.634 0.524 -4.748
H12 -6.066 2.481 -5.866
H13 -1.011 1.459 -2.213
C10 -3.051 -2.651 -5.026
C11 -4.408 -2.772 -5.329
C12 -5.350 -2.522 -4.340
C13 -4.900 -2.214 -3.076
C14 -3.553 -2.086 -2.757
C15 -2.615 -2.248 -3.775
O4 -1.282 -2.180 -3.510
O5 -6.697 -2.697 -4.572
H14 -2.337 -2.779 -5.830
H15 -4.591 -3.235 -6.293
H16 -5.639 -2.155 -2.282
H17 -3.280 -1.773 -1.759
H18 -1.084 -1.416 -2.893
H19 -6.779 -3.084 -5.449
C16 2.688 2.770 2.369
C17 3.437 2.308 1.299
C18 4.317 3.187 0.670
C19 4.410 4.512 1.064
C20 3.683 4.938 2.171
C21 2.913 4.038 2.888
O6 2.239 4.482 4.012
O7 5.007 2.658 -0.395
H20 2.059 2.094 2.940
H21 3.511 1.251 1.081
H22 5.074 5.199 0.553
H23 3.807 5.945 2.546
H24 1.326 4.690 3.782
H25 5.271 3.308 -1.052
C22 -4.147 1.637 4.037
C23 -3.063 0.775 4.219
C24 -1.781 1.261 4.039
C25 -1.547 2.537 3.552
C26 -2.630 3.415 3.407
C27 -3.900 2.949 3.690
O8 -4.918 3.883 3.698
O9 -0.750 0.400 4.374
H26 -5.129 1.254 4.283
H27 -3.177 -0.275 4.458
H28 -0.612 2.892 3.134
H29 -2.370 4.445 3.200
H30 -5.766 3.482 3.488
H31 0.022 0.898 4.668
C28 1.161 -5.246 2.757
C29 0.948 -5.078 1.405
C30 2.012 -4.802 0.537
C31 3.266 -4.543 1.056
C32 3.461 -4.617 2.428
C33 2.435 -5.017 3.267
O10 2.560 -4.942 4.646
O11 1.780 -4.656 -0.799
H32 0.375 -5.438 3.478
H33 -0.053 -5.289 1.039
H34 4.090 -4.397 0.369
H35 4.375 -4.361 2.959
H36 3.475 -5.102 4.901
H37 0.848 -4.836 -0.961
C34 0.133 5.207 0.781
O12 -0.262 5.778 1.790
N1 -0.332 3.999 0.384
N2 1.184 5.707 0.043
H38 0.134 3.475 -0.335
H39 -1.204 3.723 0.797
H40 1.559 5.110 -0.670
H41 1.353 6.692 0.094
C35 5.351 -0.331 -3.154
O13 6.478 0.090 -2.925
N3 5.045 -1.060 -4.263
N4 4.262 -0.061 -2.377
H42 5.789 -1.195 -4.920
H43 4.109 -1.394 -4.407
H44 4.394 0.638 -1.669
H45 3.368 -0.326 -2.748
C36 2.748 -1.074 4.009
O14 2.151 -0.117 4.484
N5 3.597 -1.860 4.780
N6 2.610 -1.515 2.737
H46 3.393 -2.847 4.742
H47 3.849 -1.474 5.672
H48 1.942 -1.058 2.140
H49 3.301 -2.149 2.379
C37 1.424 -0.721 -4.723
O15 1.714 -0.681 -5.911
N7 1.058 0.377 -3.984
N8 1.494 -1.788 -3.863
H50 0.898 1.172 -4.577
H51 0.700 0.222 -3.043
H52 1.078 -1.567 -2.978
H53 1.607 -2.707 -4.245
C38 -1.301 -3.250 4.204
O16 -1.572 -4.368 4.619
N9 -0.302 -2.456 4.661
N10 -2.081 -2.650 3.236
H54 0.427 -2.790 5.264
H55 -0.168 -1.522 4.301
H56 -1.907 -1.744 2.840
H57 -2.789 -3.245 2.849

***

No. 9
C13H15N | ωB97M-V/def2-TZVPD

Output
SMILES string ... C=C=CCN1CCc2ccccc2C1
Energy relative to the best compared isomer or geometry (same formula, charge and spin) ... 88.8 kcal/mol

Cartesian coordinates (Å):
C1 -5.243 -0.066 -0.326
C2 -4.011 -0.268 -0.541
C3 -2.770 -0.347 -0.493
C4 -2.079 -0.479 0.864
N1 -0.716 -0.052 0.828
C5 -0.595 1.246 0.128
C6 0.865 1.864 0.192
C7 1.944 0.742 -0.051
C8 3.303 1.082 -0.265
C9 4.283 0.117 -0.213
C10 3.896 -1.185 -0.136
C11 2.616 -1.554 0.022
C12 1.588 -0.591 -0.008
C13 0.128 -1.056 0.176
H1 -5.924 -0.822 -0.494
H2 -5.624 1.008 -0.328
H3 -2.275 -0.832 -1.336
H4 -2.733 0.242 1.509
H5 -2.229 -1.452 1.335
H6 -0.819 1.054 -0.921
H7 -1.249 2.021 0.504
H8 0.868 2.610 -0.602
H9 1.035 2.216 1.220
H10 3.552 2.181 -0.348
H11 5.328 0.338 -0.429
H12 4.562 -1.978 -0.161
H13 2.359 -2.619 -0.063
H14 -0.095 -1.440 -0.885
H15 0.033 -1.979 0.822

***

No. 10
H10O5 | ωB97M-V/def2-TZVPD

Output
SMILES string ... O.O.O.O.O
Energy relative to the best compared isomer or geometry (same formula, charge and spin) ... 48.4 kcal/mol

Cartesian coordinates (Å):
O1 -2.205 0.257 -1.293
H1 -2.711 1.119 -1.654
H2 -1.607 0.678 -0.651
O2 0.669 1.741 0.480
H3 1.077 2.373 1.138
H4 0.866 0.864 0.819
O3 0.318 -0.873 4.814
H5 -0.011 -1.733 4.970
H6 0.397 -0.527 5.722
O4 0.596 -2.237 -2.823
H7 0.671 -1.321 -2.353
H8 -0.278 -2.511 -2.993
O5 0.959 0.437 -2.321
H9 0.571 1.253 -2.590
H10 0.688 0.481 -1.264

***

No. 11
C4H7NO | ωB97M-V/def2-TZVPD

Output
SMILES string ... [O-]/C=C/[NH+]1CC1
Energy relative to the best compared isomer or geometry (same formula, charge and spin) ... 91.1 kcal/mol

Cartesian coordinates (Å):
O1 -0.737 2.120 2.346
C1 -0.264 1.233 1.634
C2 -0.875 0.557 0.569
N1 -0.150 -0.578 0.021
C3 1.095 -0.341 -0.746
C4 -0.126 -0.783 -1.442
H1 0.804 0.902 1.800
H2 -1.935 0.554 0.354
H3 -0.136 -1.457 0.543
H4 1.897 -1.053 -0.577
H5 1.355 0.710 -0.770
H6 -0.723 -0.048 -1.968
H7 -0.206 -1.816 -1.767

***

No. 12
C2H3NO2 | ωB97M-V/def2-TZVPD

Output
SMILES string ... [H]/N=C/OC=O
Energy relative to the best compared isomer or geometry (same formula, charge and spin) ... 20.7 kcal/mol

Cartesian coordinates (Å):
H1 2.158 -0.100 -0.632
N1 1.239 -0.280 -0.241
C1 0.371 0.515 -0.694
O1 -0.915 0.421 -0.289
C2 -1.073 -0.448 0.790
O2 -1.726 -1.436 0.712
H2 0.486 1.314 -1.430
H3 -0.576 -0.071 1.693

***

no.,frontier orbital gap (eV),electronic energy (Eh)
1,9.30,-856.66543
2,9.17,-3688.02721
3,8.45,-2122.27163
4,6.04,-715.94356
5,9.70,-463.14820
6,8.46,-1209.28165
7,6.73,-873.54121
8,7.71,-3233.89139
9,9.49,-558.99678
10,10.35,-382.14700
11,7.58,-286.48645
12,11.68,-283.22508